Molecular formula: C3H2AgFO2
Method: DFT, ωB97M-V with the def2-TZVPD basis set

Its multiplicity is 3. The frontier orbital gap (spin up / spin down) comes out at 4.507 / 7.631 eV. The HOMO energy (spin up / spin down) comes out at -5.610 / -9.058 eV. Its charge is 0.

Structure (XYZ):
```
9
Properties=species:S:1:pos:R:3:forces:R:3:lowdin_spin:R:1
C 0.861154 -0.041397 0.308332 -1.6 2.5 0.4 0.0334
C -1.985086 -0.047694 0.359808 -3.6 4.7 1.1 0.6980
O 0.248241 0.789599 0.982972 2.2 -1.5 -0.5 0.0480
O 0.048242 -0.949757 -0.351989 1.0 -1.4 0.4 0.1549
C -1.227307 -1.146017 0.136985 2.7 -3.5 -1.2 0.7072
H -2.717787 0.041129 1.160377 0.5 0.3 -0.1 0.0338
F -2.157047 0.872765 -0.632122 -0.2 -0.9 0.1 0.1542
H -1.361961 -2.021170 0.773106 -0.1 -0.1 -0.7 0.0373
Ag 2.996338 -0.022507 -0.405377 -0.9 0.0 0.3 0.1330
```
Forces are in eV/Å.



Molecular formula: C3H2AuO3
Method: DFT, ωB97M-V with the def2-TZVPD basis set

Its multiplicity is 4. The frontier orbital gap (spin up / spin down) comes out at 5.149 / 7.136 eV. The HOMO energy (spin up / spin down) comes out at -17.065 / -22.152 eV. Its charge is +2.

Structure (XYZ):
```
9
Properties=species:S:1:pos:R:3:forces:R:3:lowdin_spin:R:1
C -0.043658 -0.760258 -0.367234 1.1 -1.0 0.9 0.0303
C -0.134044 0.651404 -0.151675 0.1 0.8 -1.8 0.3530
O 1.177865 1.325505 0.048308 -1.4 -0.8 -0.5 0.1297
C 0.641941 1.404248 1.187913 2.1 1.7 3.6 0.0266
O 0.723332 1.706311 2.309082 -1.2 -0.9 -2.2 0.2688
O -0.931011 -1.378324 -0.975271 3.3 13.2 3.9 0.5371
H 0.829145 -1.283557 0.061735 -0.1 -0.1 -0.3 0.0105
H -0.871889 1.268165 -0.666970 -0.1 0.2 0.4 0.0133
Au -1.391681 -2.933494 -1.445887 -3.8 -13.1 -4.1 1.6307
```
Forces are in eV/Å.



Molecular formula: C3H2Br2
Method: DFT, ωB97M-V with the def2-TZVPD basis set

Its multiplicity is 1. The frontier orbital gap (spin up / spin down) comes out at 7.206 / 7.104 eV. The HOMO energy (spin up / spin down) comes out at -8.847 / -8.703 eV. Its charge is 0.

Structure (XYZ):
```
7
Properties=species:S:1:pos:R:3:forces:R:3:nbo_charge:R:1
C 0.387962 0.062181 -0.392677 -0.8 -0.1 0.8 -0.4426
C 1.202629 -1.134356 -0.133975 -0.7 0.3 0.8 -0.0481
C -0.703712 0.685723 0.202908 2.0 -1.9 0.5 -0.1848
Br 0.373735 -2.697094 0.487751 -0.4 0.3 -0.1 0.0771
Br -1.251290 2.495996 -0.183194 0.4 -1.6 0.4 0.1117
H 1.066779 0.487221 -1.096214 -0.4 1.4 -1.0 0.2465
H -1.076103 0.100329 1.115400 -0.2 1.5 -1.4 0.2401
```
Forces are in eV/Å.